Entry 1:
Formula: C2H2N2O
Source: the OMol25 dataset
Level of theory: wB97M-V/def2-TZVPD

```
7
C2H2N2O | the OMol25 dataset | wB97M-V/def2-TZVPD
C 0.350 0.365 -0.292
C 1.731 0.076 -0.417
H -2.387 -0.843 0.312
H -0.008 1.281 0.547
N -0.617 -0.426 -0.461
N 2.816 -0.377 0.205
O -1.884 -0.075 0.106
```

energy above the lowest of the compared OMol25 structures with the same formula, charge and spin	116.2	kcal per mole
SMILES	N#C/C=N/O
E_HOMO	-10.6607	eV
molar mass	70.05	g mol⁻¹
Kohn-Sham gap	10.0	eV
largest force on an atom	12.8	eV/Å
electronic energy	-261.9788	a.u.


Entry 2:
Formula: C54H123N5O6
Source: the OMol25 dataset
Level of theory: wB97M-V/def2-TZVPD

```
188
C54H123N5O6 | the OMol25 dataset | wB97M-V/def2-TZVPD
C -3.497 7.044 1.612
C -2.653 5.679 1.719
C -1.194 6.090 1.558
O -1.312 7.283 0.725
C -2.521 8.000 0.946
H -3.783 7.480 2.570
H -4.424 6.923 1.053
H -2.856 5.052 0.851
H -2.960 5.149 2.621
H -0.590 5.274 1.162
H -0.836 6.347 2.555
H -2.880 8.204 -0.063
H -2.485 8.948 1.482
C 1.204 -0.936 5.231
C 2.503 -0.530 5.899
C 2.679 0.976 5.595
O 1.946 1.089 4.351
C 1.186 -0.138 3.952
H 0.389 -0.570 5.855
H 0.871 -1.974 5.220
H 3.239 -1.255 5.552
H 2.424 -0.537 6.986
H 3.749 1.155 5.485
H 2.236 1.660 6.319
H 1.806 -0.549 3.155
H 0.113 -0.009 3.812
C -3.276 0.340 -4.728
C -3.551 0.464 -6.268
C -4.375 -0.801 -6.514
O -5.077 -1.071 -5.292
C -4.332 -0.624 -4.156
H -3.367 1.271 -4.168
H -2.255 0.022 -4.513
H -2.682 0.557 -6.919
H -4.035 1.426 -6.436
H -3.830 -1.676 -6.867
H -5.064 -0.575 -7.327
H -3.870 -1.526 -3.755
H -4.878 -0.163 -3.334
C -3.326 6.874 -3.728
C -3.496 5.686 -4.679
C -2.217 4.822 -4.494
O -1.449 5.539 -3.592
C -2.304 6.268 -2.747
H -4.217 7.222 -3.205
H -2.911 7.706 -4.297
H -3.618 5.977 -5.723
H -4.388 5.203 -4.279
H -1.645 4.555 -5.382
H -2.548 3.857 -4.111
H -1.653 6.894 -2.137
H -2.773 5.602 -2.022
C 1.515 -0.936 -6.976
C 0.208 -1.515 -7.367
C 0.037 -2.800 -6.534
O 0.571 -2.235 -5.292
C 1.521 -1.162 -5.470
H 1.645 0.116 -7.227
H 2.326 -1.398 -7.540
H 0.103 -1.656 -8.442
H -0.676 -0.948 -7.073
H 0.633 -3.615 -6.944
H -0.952 -3.256 -6.494
H 2.485 -1.573 -5.169
H 1.263 -0.302 -4.853
C 3.016 4.718 0.365
C 2.453 3.657 1.253
C 3.373 2.446 0.851
O 3.662 2.611 -0.583
C 3.402 4.007 -0.968
H 3.915 5.178 0.777
H 2.404 5.593 0.150
H 1.404 3.509 0.999
H 2.556 3.840 2.323
H 2.936 1.490 1.140
H 4.353 2.542 1.319
H 2.685 4.190 -1.769
H 4.307 4.464 -1.368
C -7.290 1.076 1.504
C -5.973 1.852 1.494
N -5.907 3.172 0.899
C -6.733 4.129 1.557
C -6.518 4.330 3.074
C -6.075 3.244 -0.610
C -5.398 4.445 -1.216
H -7.258 0.190 2.139
H -7.570 0.860 0.473
H -8.129 1.651 1.896
H -5.660 1.846 2.538
H -5.208 1.243 1.013
H -6.596 5.146 1.189
H -7.801 3.973 1.402
H -5.654 4.972 3.247
H -7.395 4.705 3.601
H -6.424 3.395 3.626
H -7.130 3.306 -0.875
H -5.681 2.313 -1.017
H -5.488 4.352 -2.298
H -4.348 4.304 -0.960
H -5.586 5.478 -0.922
C -2.006 1.960 -0.965
C -0.566 1.698 -1.134
N -0.396 0.169 -0.969
C -0.244 -0.208 0.415
C -0.300 -1.721 0.729
C 0.636 -0.387 -1.867
C 2.014 0.180 -1.553
H -2.327 1.666 0.035
H -2.625 1.389 -1.657
H -2.268 3.002 -1.145
H -0.341 2.036 -2.145
H 0.065 2.269 -0.453
H 0.722 0.134 0.786
H -0.965 0.362 1.001
H -1.315 -2.037 0.489
H 0.351 -2.453 0.252
H -0.175 -1.724 1.812
H 0.430 -0.275 -2.931
H 0.698 -1.472 -1.787
H 2.729 0.123 -2.374
H 2.450 -0.438 -0.767
H 1.988 1.248 -1.334
C 6.402 -5.479 2.607
C 5.327 -4.709 1.860
N 5.063 -3.445 2.559
C 3.707 -2.991 2.272
C 2.590 -3.918 2.880
C 6.067 -2.452 2.350
C 6.227 -1.279 3.330
H 7.408 -5.130 2.373
H 6.355 -6.479 2.177
H 6.130 -5.635 3.651
H 5.601 -4.537 0.820
H 4.463 -5.371 1.801
H 3.659 -2.968 1.184
H 3.607 -1.926 2.479
H 2.786 -4.343 3.864
H 2.133 -4.655 2.219
H 1.747 -3.319 3.226
H 6.973 -2.967 2.029
H 5.855 -1.887 1.442
H 5.456 -0.511 3.282
H 6.313 -1.590 4.371
H 7.111 -0.695 3.076
C 4.217 -2.524 -2.455
C 4.155 -3.981 -2.747
N 5.472 -4.521 -3.086
C 5.393 -6.005 -3.022
C 6.862 -6.414 -3.166
C 6.000 -4.060 -4.407
C 5.172 -4.559 -5.639
H 4.453 -2.065 -3.415
H 4.888 -2.122 -1.696
H 3.213 -2.201 -2.179
H 3.574 -4.534 -2.009
H 3.521 -4.032 -3.633
H 5.069 -6.363 -2.045
H 4.663 -6.424 -3.715
H 7.181 -7.371 -2.755
H 7.085 -6.736 -4.183
H 7.629 -5.720 -2.821
H 7.066 -4.278 -4.472
H 5.858 -2.980 -4.399
H 4.094 -4.409 -5.593
H 5.194 -5.629 -5.844
H 5.433 -3.925 -6.487
C -3.103 -2.424 7.566
C -3.206 -3.381 6.404
N -1.896 -3.913 6.022
C -1.882 -4.346 4.612
C -2.225 -3.246 3.615
C -1.401 -4.841 7.036
C 0.123 -4.923 6.986
H -3.993 -1.871 7.867
H -2.323 -1.704 7.319
H -2.734 -2.880 8.485
H -3.908 -4.197 6.577
H -3.653 -2.716 5.666
H -0.900 -4.731 4.337
H -2.455 -5.269 4.517
H -3.279 -2.987 3.517
H -1.522 -2.454 3.874
H -1.908 -3.621 2.642
H -1.892 -5.806 6.913
H -1.721 -4.644 8.060
H 0.648 -3.981 6.828
H 0.498 -5.711 6.333
H 0.466 -5.388 7.910
```

energy above the lowest of the compared OMol25 structures with the same formula, charge and spin	27.7	kcal per mole
<S²>	0.75
E_HOMO (alpha / beta)	0.8191 / -5.9034	eV
molar mass	938.61	g mol⁻¹
Kohn-Sham gap (alpha / beta)	1.4 / 8.1	eV
total charge	-1
largest force on an atom	3.0	eV/Å
electronic energy	-2856.0825	a.u.
2S+1	2


Entry 3:
Formula: C2H5N6
Source: the OMol25 dataset
Level of theory: wB97M-V/def2-TZVPD

```
13
C2H5N6 | the OMol25 dataset | wB97M-V/def2-TZVPD
C 0.960 -1.475 -0.163
C -1.738 0.882 0.268
N 2.186 -1.093 0.137
N 2.654 0.148 0.271
N 1.959 1.033 -0.153
N 1.079 1.644 -0.476
N -0.385 0.446 0.381
N -0.177 -0.692 -0.150
H 0.827 -2.477 -0.492
H -2.221 0.446 1.289
H -1.806 1.942 0.110
H -2.335 0.454 -0.662
H -1.002 -1.259 -0.359
```

energy above the lowest of the compared OMol25 structures with the same formula, charge and spin	70.9	kcal per mole
E_HOMO (alpha / beta)	-14.6852 / -14.6858	eV
molar mass	113.10	g mol⁻¹
Kohn-Sham gap (alpha / beta)	7.9 / 7.9	eV
total charge	+1
largest force on an atom	4.2	eV/Å
electronic energy	-407.2426	a.u.


Entry 4:
Formula: C3H3NO
Source: the OMol25 dataset
Level of theory: wB97M-V/def2-TZVPD

```
8
C3H3NO | the OMol25 dataset | wB97M-V/def2-TZVPD
O 0.979 -1.383 0.157
C 1.161 -0.136 0.064
C 0.066 0.719 -0.057
C -1.089 -0.091 -0.047
N -1.158 -1.344 0.049
H 2.181 0.292 0.077
H 0.083 1.794 -0.143
H -2.174 0.112 -0.114
```

energy above the lowest of the compared OMol25 structures with the same formula, charge and spin	70.6	kcal per mole
E_HOMO (alpha / beta)	-9.1665 / -9.1664	eV
molar mass	69.06	g mol⁻¹
Kohn-Sham gap (alpha / beta)	7.9 / 7.9	eV
largest force on an atom	2.6	eV/Å
electronic energy	-245.9791	a.u.


Entry 5:
Formula: C11H36Li5O9
Source: the OMol25 dataset
Level of theory: wB97M-V/def2-TZVPD

```
61
C11H36Li5O9 | the OMol25 dataset | wB97M-V/def2-TZVPD
Li -3.203 2.570 2.204
Li -1.141 3.952 1.367
Li -5.373 0.080 2.179
Li -2.798 -0.085 4.295
Li -3.443 2.848 -0.986
O -1.868 2.326 0.383
C -1.423 1.018 0.636
C -2.460 -0.063 1.335
O -3.371 0.467 2.312
H -0.611 1.163 1.348
H -0.952 0.601 -0.254
H -1.916 -0.884 1.802
H -3.041 -0.363 0.463
O -1.325 -1.472 4.554
H -0.797 -1.451 5.353
H -0.832 -2.032 3.955
O -0.430 2.778 -2.077
H -0.045 1.932 -2.304
H -0.882 2.621 -1.248
O -4.900 -2.093 -1.351
H -4.904 -1.295 -0.823
H -5.517 -1.914 -2.061
O -2.320 -3.049 -1.462
H -3.208 -2.716 -1.589
H -2.137 -2.899 -0.535
C 1.562 -1.833 -3.917
C 0.601 -0.642 -4.075
C -0.789 -0.889 -3.459
O 1.178 0.511 -3.519
H 2.475 -1.750 -4.507
H 1.231 -2.795 -4.311
H 1.824 -2.021 -2.876
H 0.520 -0.386 -5.131
H -1.323 0.058 -3.539
H -0.662 -1.221 -2.428
H -1.418 -1.573 -4.029
H 2.064 0.511 -3.889
C 1.625 -3.484 -0.483
C 2.418 -2.268 0.046
C 1.781 -1.676 1.342
O 3.681 -2.799 0.243
H 1.448 -4.095 0.402
H 2.132 -4.049 -1.265
H 0.639 -3.205 -0.853
H 2.516 -1.455 -0.673
H 1.851 -2.340 2.203
H 0.722 -1.435 1.248
H 2.353 -0.780 1.584
H 4.384 -2.198 0.503
C 2.258 2.054 1.555
C 1.619 3.294 2.158
C 2.711 4.323 2.863
O 0.868 3.991 1.090
H 2.608 1.241 2.192
H 3.014 2.544 0.941
H 1.562 1.603 0.847
H 0.890 2.867 2.846
H 3.210 4.898 2.082
H 3.505 3.799 3.396
H 2.312 5.094 3.522
H 1.530 4.067 0.398
```

<S²>	0.76
E_HOMO (alpha / beta)	-20.1695 / -18.5754	eV
molar mass	347.10	g mol⁻¹
Kohn-Sham gap (alpha / beta)	7.2 / 3.0	eV
total charge	+4
largest force on an atom	3.4	eV/Å
electronic energy	-1154.1070	a.u.
2S+1	2


Entry 6:
Formula: C30H29FeN12OS
Source: the OMol25 dataset
Level of theory: wB97M-V/def2-TZVPD

```
74
C30H29FeN12OS | the OMol25 dataset | wB97M-V/def2-TZVPD
Fe 0.301 0.025 -0.407
C 3.310 -1.896 4.422
C 2.412 -0.670 4.348
N 2.545 0.064 3.095
C 1.945 -0.337 1.951
S 2.412 0.454 0.465
N 1.048 -1.300 2.016
N 0.562 -1.498 0.734
C 0.626 -2.679 0.237
C 1.052 -3.879 1.008
C 0.461 -2.677 -1.232
C 0.291 -3.808 -2.017
C 0.194 -3.661 -3.391
C 0.280 -2.393 -3.944
C 0.453 -1.313 -3.097
N 0.540 -1.446 -1.775
H 3.243 -2.364 5.404
H 4.352 -1.624 4.248
H 3.015 -2.629 3.671
H 2.639 0.024 5.159
H 1.367 -0.962 4.447
H 3.339 0.671 2.977
H 0.654 -3.839 2.019
H 2.143 -3.888 1.087
H 0.740 -4.803 0.527
H 0.233 -4.785 -1.561
H 0.056 -4.528 -4.023
H 0.223 -2.237 -5.011
H 0.533 -0.306 -3.488
C -4.800 1.104 -2.118
N -3.612 0.362 -1.701
C -2.461 0.831 -1.232
N -1.676 -0.179 -0.873
C -2.446 -1.273 -1.145
N -3.623 -0.984 -1.636
C -5.895 1.035 -1.085
C -7.164 0.592 -1.424
C -8.168 0.541 -0.464
C -7.903 0.910 0.843
C -6.625 1.343 1.187
C -5.630 1.415 0.223
C -6.320 1.692 2.574
N -7.102 1.752 3.590
N -6.300 2.080 4.681
C -5.103 2.192 4.230
O -5.029 1.964 2.892
C -3.862 2.473 4.949
C -3.887 2.684 6.320
C -2.694 2.904 6.992
C -1.492 2.905 6.304
C -1.465 2.700 4.926
C -0.122 2.720 4.232
N -0.174 2.491 2.796
C -0.451 1.378 2.130
N -0.318 1.594 0.826
C 0.065 2.903 0.767
N 0.145 3.484 1.932
C -2.655 2.491 4.252
H -5.133 0.684 -3.065
H -4.473 2.130 -2.293
H -2.228 1.880 -1.158
H -2.138 -2.287 -0.961
H -7.374 0.284 -2.441
H -9.157 0.199 -0.737
H -8.669 0.859 1.604
H -4.643 1.762 0.504
H -4.832 2.667 6.845
H -2.702 3.069 8.061
H -0.566 3.072 6.843
H 0.543 1.969 4.662
H 0.354 3.692 4.347
H -0.717 0.444 2.599
H 0.282 3.427 -0.149
H -2.666 2.343 3.182
```

E_HOMO (alpha / beta)	-10.6140 / -10.6415	eV
molar mass	661.56	g mol⁻¹
Kohn-Sham gap (alpha / beta)	7.6 / 7.6	eV
total charge	+1
largest force on an atom	0.7	eV/Å
electronic energy	-3554.6617	a.u.